(1)
Here is C21H17Cl2NO2S in the gas phase from the OMol25 dataset. Energies are from ωB97M-V/def2-TZVPD.

The calculation puts the HOMO-LUMO gap at 7.2 eV. As for the calculated total energy: -63516.4727 eV. For the LUMO energy, the calculation gives -0.272 eV. As for the HOMO energy: -7.45 eV.

Structure (ORCA input):
```
! wB97M-V def2-TZVPD RIJCOSX def2/J DEFGRID3
* xyz 0 1
Cl -4.733 0.887 3.017
C -3.026 0.628 2.735
C -2.518 -0.689 2.656
C -1.150 -0.889 2.405
C -0.257 0.173 2.283
S 1.501 -0.227 2.108
C 2.556 -0.325 3.668
Cl 2.944 1.236 4.468
O 1.542 -1.629 1.712
O 2.097 0.812 1.283
C -0.796 1.473 2.261
C -2.164 1.722 2.499
H -3.159 -1.573 2.779
H -0.843 -1.925 2.342
H 1.840 -0.783 4.448
H -0.166 2.332 2.047
H -2.559 2.744 2.482
C 7.308 -1.891 6.241
N 6.294 -1.606 5.208
C 5.361 -2.576 4.905
C 5.413 -3.829 5.577
C 4.360 -4.740 5.495
C 3.330 -4.456 4.592
C 3.337 -3.283 3.807
C 4.301 -2.309 3.996
C 4.052 -0.977 3.295
C 5.413 -0.234 3.401
C 6.487 -0.581 4.301
C 7.678 0.181 4.296
C 7.838 1.303 3.478
C 6.777 1.648 2.640
C 5.575 0.908 2.641
H 7.699 -0.933 6.620
H 6.889 -2.374 7.144
H 8.127 -2.560 5.878
H 6.273 -4.139 6.185
H 4.373 -5.676 6.071
H 2.489 -5.133 4.544
H 2.535 -3.065 3.093
H 3.881 -1.142 2.216
H 8.552 -0.112 4.885
H 8.775 1.872 3.511
H 6.902 2.515 1.992
H 4.731 1.302 2.081
*
```

***

(2)
Here is a molecular structure, C21H17Cl5N9RhS2 from the OMol25 dataset. Energies are from ωB97M-V/def2-TZVPD.

The calculation puts the HOMO-LUMO gap (alpha / beta) at 4.9 / 4.9 eV. The calculation puts the energy above the lowest of the compared OMol25 structures with the same formula, charge and spin at 333.4 kJ/mol. As for the calculated total energy: -122737.8522 eV. For the LUMO energy (alpha / beta), the calculation gives -7.698 / -7.700 eV. As for the HOMO energy (alpha / beta): -12.58 / -12.58 eV.

Structure (ORCA input):
```
! wB97M-V def2-TZVPD RIJCOSX def2/J DEFGRID3
* xyz 2 1
Rh 0.562 1.064 -0.537
Cl 3.116 0.943 -0.682
C 2.817 2.649 -0.734
C 1.475 2.948 -0.807
C 1.159 4.300 -0.890
Cl -0.467 4.862 -1.055
C 2.167 5.275 -0.886
Cl 1.764 6.929 -1.025
C 3.513 4.909 -0.786
Cl 4.736 6.092 -0.785
C 3.848 3.560 -0.705
Cl 5.472 3.038 -0.589
C -0.279 0.334 4.521
N -1.076 -0.301 3.469
C -2.220 -1.052 3.658
C -2.645 -1.442 2.451
N -1.750 -0.930 1.505
C -0.789 -0.238 2.163
S 0.671 0.499 1.664
C -1.916 -1.086 0.097
C -3.051 -1.723 -0.390
C -3.193 -1.889 -1.753
C -2.210 -1.403 -2.600
C -1.131 -0.769 -2.029
N -0.976 -0.619 -0.705
H -0.719 0.098 5.484
H -0.270 1.413 4.376
H 0.745 -0.031 4.492
H -2.627 -1.248 4.634
H -3.483 -2.062 2.204
H -3.825 -2.083 0.267
H -4.064 -2.395 -2.148
H -2.278 -1.512 -3.673
H -0.336 -0.372 -2.650
S 1.863 -1.779 -1.590
C 2.288 -3.380 -1.215
N 2.289 -4.304 -2.217
C 2.597 -5.615 -2.058
C 2.934 -6.090 -0.832
C 2.981 -5.180 0.240
C 2.666 -3.860 0.057
H 2.063 -3.951 -3.137
H 2.565 -6.229 -2.946
H 3.173 -7.134 -0.700
H 3.284 -5.532 1.218
H 2.716 -3.152 0.872
N -3.608 3.993 0.846
N -2.822 3.273 -0.006
N -3.087 3.187 -1.290
C -2.143 2.360 -1.706
N -1.371 1.973 -0.686
N -1.822 2.571 0.408
H -4.209 4.621 0.329
H -3.069 4.422 1.586
H -2.032 2.044 -2.730
*
```